Entry 1:
# C10H8N2

A single C10H8N2 molecule (the ωB97M-V functional and the def2-TZVPD basis, the OMol25 dataset).

Properties
- E_tot: -13477.4759 eV
- HOMO energy: -9.0 eV
- Largest force on an atom: 7.81 eV/Å
- LUMO level: 0.667 eV
- Multiplicity: 1
- Frontier orbital gap: 9.71 eV
- Energy relative to the best compared isomer or geometry (same formula, charge and spin): 212.9 kJ/mol
- Structure (SMILES): c1ccc(-c2ncccn2)cc1

```
20
C10H8N2 | the OMol25 dataset | the ωB97M-V functional and the def2-TZVPD basis
C 3.06818 0.08259 1.32437
C 2.78458 -0.87762 0.50375
C 1.48761 -1.00625 -0.06617
C 0.56811 0.04697 0.21769
C -0.77132 -0.01483 -0.33653
N -1.37758 -1.23404 -0.43197
C -2.57791 -1.24541 -0.95128
C -3.25975 -0.11591 -1.41120
C -2.58582 1.03148 -1.26689
N -1.26318 1.09573 -0.76032
C 0.93556 1.13399 0.99656
C 2.24128 1.17404 1.60739
H 4.01174 0.13800 1.91257
H 3.41634 -1.81802 0.40661
H 1.20617 -1.82819 -0.68075
H -3.00890 -2.31617 -0.82578
H -4.10990 -0.16156 -1.84130
H -3.08746 1.83539 -1.67219
H 0.08054 2.07085 1.16562
H 2.24171 2.00895 2.10982
```

***

Entry 2:
# C10H8O2

A single C10H8O2 molecule (the ωB97M-V functional and the def2-TZVPD basis, the OMol25 dataset).

Properties
- E_tot: -14590.2365 eV
- HOMO energy: -9.0 eV
- Largest force on an atom: 8.01 eV/Å
- LUMO level: -0.668 eV
- Multiplicity: 1
- Frontier orbital gap: 8.34 eV
- Energy relative to the best compared isomer or geometry (same formula, charge and spin): 463.4 kJ/mol
- Structure (SMILES): Cc1ccc2oc(=O)ccc2c1

```
20
C10H8O2 | the OMol25 dataset | the ωB97M-V functional and the def2-TZVPD basis
C -2.16536 -0.67396 2.61107
C -1.39032 -0.15812 1.31101
C -0.90475 1.16556 1.17347
C -0.27636 1.65223 0.14121
C 0.36162 0.82470 -0.81937
O 0.91136 1.65460 -1.98903
C 2.12937 0.91167 -2.53150
O 2.84240 1.70752 -3.19787
C 2.08740 -0.65108 -2.37962
C 1.29159 -1.21188 -1.36353
C 0.39457 -0.53491 -0.56687
C -0.57656 -0.95366 0.48974
H -1.73957 -1.67695 2.66513
H -3.31255 -0.48359 2.78312
H -1.39514 -0.43508 3.44620
H -1.55742 1.79811 1.93667
H -0.41475 2.63016 -0.12175
H 2.81318 -1.30035 -2.73752
H 1.28833 -2.28676 -1.38522
H -0.38702 -1.97821 0.53467
```

***

Entry 3:
# C10H8O2

A single C10H8O2 molecule (the ωB97M-V functional and the def2-TZVPD basis, the OMol25 dataset).

Properties
- E_tot: -14591.8379 eV
- HOMO energy: -9.7 eV
- Largest force on an atom: 5.46 eV/Å
- LUMO level: -0.302 eV
- Multiplicity: 1
- Frontier orbital gap: 9.43 eV
- Energy relative to the best compared isomer or geometry (same formula, charge and spin): 308.9 kJ/mol
- Structure (SMILES): CC1C(=O)c2ccccc2C1=O

```
20
C10H8O2 | the OMol25 dataset | the ωB97M-V functional and the def2-TZVPD basis
C 3.02206 0.00283 -0.32610
C 1.73684 -0.08265 0.49794
C 0.85848 -1.24717 0.11829
O 1.40438 -2.31283 -0.09767
C -0.59658 -0.78685 0.25679
C -1.77046 -1.48148 0.15047
C -2.92537 -0.62320 0.00419
C -2.88820 0.77977 -0.00583
C -1.60760 1.33028 -0.09600
C -0.46985 0.51817 0.00043
C 0.96250 1.09816 0.21855
O 1.36528 2.29961 0.13345
H 3.44458 -1.09644 -0.34066
H 2.90325 0.46040 -1.53227
H 3.77105 0.73276 0.01501
H 1.68677 -0.04723 1.75896
H -1.98048 -2.53140 0.16758
H -3.86470 -1.07588 -0.42069
H -3.58460 1.61088 -0.31946
H -1.46737 2.45229 -0.18299
```

***

Entry 4:
# C10H9BrNO2P

A single C10H9BrNO2P molecule (the ωB97M-V functional and the def2-TZVPD basis, the OMol25 dataset).

Properties
- E_tot: -95430.8741 eV
- HOMO energy: -9.4 eV
- Largest force on an atom: 5.60 eV/Å
- LUMO level: 0.242 eV
- Multiplicity: 1
- Frontier orbital gap: 9.65 eV
- Energy relative to the best compared isomer or geometry (same formula, charge and spin): 0.0 kJ/mol
- Structure (SMILES): O=C1C[C@@](P)(c2ccccc2)C(=O)N1Br

```
24
C10H9BrNO2P | the OMol25 dataset | the ωB97M-V functional and the def2-TZVPD basis
O -4.30264 1.62155 1.75378
C -3.57653 1.15787 0.95230
C -2.21217 1.66670 0.61182
C -1.74624 0.70298 -0.45998
P -1.17846 1.54786 -2.11948
C -0.58286 -0.22187 0.07922
C -0.64076 -1.49493 0.49914
C 0.50039 -2.21065 0.88983
C 1.80867 -1.65125 0.76430
C 1.86344 -0.32493 0.34305
C 0.68955 0.39480 -0.00421
C -2.86505 -0.23717 -0.75094
O -2.92420 -1.09539 -1.59535
N -3.89495 0.03282 0.15907
Br -5.50972 -0.77174 0.15978
H -2.36036 2.73145 0.35772
H -1.56622 1.61893 1.55268
H -2.21886 0.99368 -2.85624
H -0.18195 0.53940 -2.56669
H -1.55959 -2.05606 0.62043
H 0.41962 -3.25486 1.08998
H 2.66074 -2.18340 0.81027
H 2.85961 0.11052 0.40756
H 0.63078 1.42757 -0.35259
```

***

Entry 5:
# C10H9Cl2N2P

A single C10H9Cl2N2P molecule (the ωB97M-V functional and the def2-TZVPD basis, the OMol25 dataset).

Properties
- E_tot: -47830.0217 eV
- HOMO energy: -8.8 eV
- Largest force on an atom: 3.50 eV/Å
- LUMO level: 0.604 eV
- Multiplicity: 1
- Frontier orbital gap: 9.41 eV
- Structure (SMILES): ClP(Cl)c1nccn1Cc1ccccc1

```
24
C10H9Cl2N2P | the OMol25 dataset | the ωB97M-V functional and the def2-TZVPD basis
Cl 2.20972 -2.10086 0.83949
P 2.54300 -0.75949 -0.59455
Cl 4.53457 -0.50450 -0.47730
C 2.03184 0.83612 0.08662
N 2.81692 1.74003 0.66590
C 2.07350 2.83943 0.89048
C 0.89829 2.62014 0.27686
N 0.82133 1.35333 -0.23259
C -0.23194 0.84358 -1.12068
C -0.94836 -0.29993 -0.48046
C -0.88626 -1.54998 -1.08680
C -1.64762 -2.60894 -0.60926
C -2.32830 -2.38547 0.62756
C -2.31660 -1.16078 1.25131
C -1.76108 -0.05920 0.64457
H 2.50163 3.80938 1.27865
H 0.13154 3.40010 0.17618
H 0.39885 0.58641 -1.98796
H -0.87120 1.65583 -1.39843
H -0.33121 -1.48204 -1.99789
H -1.80006 -3.46287 -1.28357
H -3.04729 -3.16840 1.15506
H -2.98250 -1.00930 2.18121
H -1.80878 0.86738 1.19562
```

***

Entry 6:
# C10H9ClCuN11O4Se

A molecular structure, C10H9ClCuN11O4Se (the ωB97M-V functional and the def2-TZVPD basis, the OMol25 dataset).

Properties
- E_tot: -157600.9763 eV
- HOMO energy (alpha / beta): -5.6 / -5.6 eV
- Total charge: -1
- Largest force on an atom: 0.52 eV/Å
- LUMO level (alpha / beta): 2.507 / 1.678 eV
- <S²>: 0.752
- Multiplicity: 2
- Frontier orbital gap (alpha / beta): 8.12 / 7.26 eV
- Energy relative to the best compared isomer or geometry (same formula, charge and spin): 1.1 kJ/mol

```
37
C10H9ClCuN11O4Se | the OMol25 dataset | the ωB97M-V functional and the def2-TZVPD basis
Cu 2.07018 0.50879 0.04777
N 4.17100 0.36177 -2.58248
C 4.70528 0.31928 -1.30762
N 5.99320 0.24433 -1.04718
N 6.05914 0.24008 0.30474
N 4.88622 0.30731 0.81977
N 3.98369 0.36011 -0.18842
C 2.83520 0.14565 -2.82044
N 2.32327 -0.18167 -3.99873
N 1.00750 -0.30466 -3.77132
N 0.74110 -0.06191 -2.53622
N 1.89009 0.23860 -1.89250
H 4.80014 0.15100 -3.33733
C -1.46016 -1.48799 2.96210
N -1.57737 -1.21648 1.54697
C -0.58715 -1.32021 0.62696
Se 1.16075 -1.83888 0.95336
N -1.08863 -0.93877 -0.56029
C -2.39357 -0.51375 -0.40273
C -3.31056 0.01713 -1.29552
C -4.56120 0.34158 -0.79361
C -4.88417 0.14233 0.55173
C -3.96355 -0.38451 1.44505
C -2.71427 -0.70495 0.93940
H -0.47323 -1.90332 3.14561
H -2.22742 -2.20177 3.26410
H -1.56588 -0.56023 3.52327
H -0.49195 -0.72223 -1.38217
H -3.04995 0.18010 -2.33233
H -5.30357 0.76575 -1.45676
H -5.87019 0.41392 0.90498
H -4.20469 -0.52383 2.49023
O -0.25996 1.48948 2.65656
Cl 0.59878 2.05401 1.67020
O 0.51956 3.46950 1.65171
O 0.25501 1.50513 0.33417
O 1.98735 1.60932 1.86696
```

***

Entry 7:
# C10H9ClN2O

A single C10H9ClN2O molecule (the ωB97M-V functional and the def2-TZVPD basis, the OMol25 dataset).

Properties
- E_tot: -28058.3384 eV
- HOMO energy: -8.2 eV
- Largest force on an atom: 5.62 eV/Å
- LUMO level: -0.803 eV
- Multiplicity: 1
- Frontier orbital gap: 7.43 eV
- Energy relative to the best compared isomer or geometry (same formula, charge and spin): 562.1 kJ/mol

```
23
C10H9ClN2O | the OMol25 dataset | the ωB97M-V functional and the def2-TZVPD basis
C -1.43876 0.64847 -0.54255
C -1.00421 -1.35109 0.89717
C -2.74144 0.27106 -0.72807
C -2.32549 -1.60336 0.75093
C -0.57900 -0.08110 0.22451
C -3.21720 -0.82311 0.02357
C 1.74639 -0.48622 1.22536
C 1.49664 -1.53449 -1.06557
C 0.88730 0.22828 0.32717
C 1.49699 1.55179 -0.14259
N 2.42668 -1.53689 0.97115
N 2.26531 -2.13371 -0.24989
O 2.85809 -3.22234 -0.35748
Cl -4.78995 -1.39756 -0.25196
H -1.04870 1.51470 -1.13281
H -0.32264 -1.97844 1.52530
H -3.24924 0.82204 -1.53801
H -2.93967 -2.54521 1.16733
H 2.10345 0.02868 2.06642
H 0.94394 -1.96630 -1.80058
H 2.45860 1.66660 0.38612
H 0.73473 2.33822 0.26024
H 1.32574 1.58256 -1.13984
```

***

Entry 8:
# C10H9IO2

A single C10H9IO2 molecule (the ωB97M-V functional and the def2-TZVPD basis, the OMol25 dataset).

Properties
- E_tot: -22708.5678 eV
- HOMO energy: -7.9 eV
- Largest force on an atom: 4.35 eV/Å
- LUMO level: -0.248 eV
- Multiplicity: 1
- Frontier orbital gap: 7.63 eV
- Energy relative to the best compared isomer or geometry (same formula, charge and spin): 94.2 kJ/mol
- Structure (SMILES): C=c1cccc/c1=C(\I)OC(C)=O

```
22
C10H9IO2 | the OMol25 dataset | the ωB97M-V functional and the def2-TZVPD basis
C -0.86026 0.82633 1.70421
C 0.21449 0.44965 1.02294
C 1.28111 1.39003 1.17929
C 2.58952 1.08171 1.01268
C 2.92106 -0.35790 0.87557
C 1.96784 -1.29562 0.51831
C 0.59836 -0.84264 0.34006
C -0.16494 -1.53755 -0.47097
I 0.59080 -3.20459 -1.57887
O -1.42313 -1.07610 -0.77042
C -1.64187 -0.15744 -1.77734
C -3.07829 0.18889 -1.89479
O -0.73490 0.30485 -2.39136
H -0.66707 1.65086 2.38947
H -1.82977 0.45906 1.65695
H 1.05792 2.42445 1.15421
H 3.48273 1.72967 1.05780
H 3.98585 -0.70118 0.99536
H 2.19813 -2.31751 0.51515
H -3.25234 1.32531 -1.69160
H -3.73139 -0.15138 -1.09669
H -3.50384 -0.18892 -2.74997
```

***

What is the formula in the fourth record?
C10H9BrNO2P